Molecular formula: C25H52ClO12P
Method: DFT, ωB97M-V with the def2-TZVPD basis set

## Properties
LUMO level: 0.4323 eV
Total charge: 0
Kohn-Sham gap: 9.318 eV
HOMO level: -8.89 eV
SMILES: C#C[C@@](CC(=O)Cl)(OC(=O)COCCOCCOCC)P(O)O.CC(C)O.CC(C)O.CC(C)O.CC(C)O
E_tot: -73146.4774 eV

Geometry (Å):
C1 -0.265951 1.385145 2.114593
C2 0.766510 1.324190 1.508723
C3 2.031178 1.247269 0.745730
C4 3.030673 0.442068 1.606763
C5 4.356988 0.054868 0.955869
O1 5.107301 -0.675407 1.511342
Cl1 4.796267 0.701404 -0.637806
O2 1.833152 0.710803 -0.550289
C6 1.489980 -0.622537 -0.644803
O3 2.343614 -1.453979 -0.729778
C7 0.030313 -1.046109 -0.766892
O4 -0.392254 -1.588923 0.467751
C8 -1.724972 -2.065953 0.399956
C9 -2.614527 -1.380964 1.441253
O5 -3.695304 -2.217631 1.810546
C10 -4.943680 -1.824312 1.281131
C11 -5.517799 -0.562320 1.930734
O6 -6.794223 -0.325171 1.336543
C12 -6.816758 0.828364 0.515715
C13 -8.157137 0.857599 -0.204156
P1 2.585278 3.081640 0.512909
O7 1.755044 3.823786 1.736181
O8 4.093681 3.007767 1.173079
H1 -1.248613 1.501235 2.503134
H2 3.293801 1.018247 2.494012
H3 2.583815 -0.493281 1.943676
H4 -0.001631 -1.832659 -1.525980
H5 -0.629139 -0.227978 -1.076845
H6 -1.729702 -3.149546 0.535123
H7 -2.150800 -1.861088 -0.588360
H8 -2.921826 -0.414922 1.026811
H9 -2.033463 -1.169877 2.339773
H10 -5.660561 -2.623608 1.470349
H11 -4.882649 -1.681657 0.194964
H12 -5.651346 -0.696845 3.003360
H13 -4.870739 0.291163 1.717664
H14 -6.673060 1.717842 1.139602
H15 -6.015451 0.802619 -0.235478
H16 -8.273411 1.784176 -0.767970
H17 -8.957851 0.814591 0.532388
H18 -8.205274 0.021743 -0.899137
H19 1.950093 3.370325 2.572137
H20 4.207777 3.820429 1.707135
C14 -0.242866 -5.405526 3.025241
C15 -0.174663 -4.161474 3.897677
C16 -0.657675 -4.441449 5.312948
O9 -0.941523 -3.111842 3.312645
H21 -1.275212 -5.757627 2.943756
H22 0.107873 -5.182818 2.016849
H23 0.365550 -6.212860 3.435900
H24 0.853090 -3.797310 3.929789
H25 -1.702366 -4.764537 5.302120
H26 -0.601367 -3.538271 5.921500
H27 -0.060792 -5.220745 5.789462
H28 -1.861295 -3.402431 3.270473
C17 4.703246 8.022572 1.674593
C18 4.818140 6.814097 2.587722
C19 6.176384 6.746669 3.267258
O10 4.582633 5.616688 1.837475
H29 5.454334 7.975762 0.881384
H30 3.724020 8.049503 1.196265
H31 4.846412 8.949489 2.230432
H32 4.033136 6.851548 3.343216
H33 6.972696 6.661564 2.522965
H34 6.239679 5.871188 3.914393
H35 6.360377 7.637658 3.868084
H36 5.260731 5.556076 1.153141
C20 -3.187351 -1.606630 -4.921366
C21 -2.843153 -2.811869 -4.059977
C22 -3.678401 -4.024770 -4.438103
O11 -3.029734 -2.498212 -2.677359
H37 -4.236101 -1.327679 -4.785876
H38 -2.580889 -0.746077 -4.636489
H39 -3.020761 -1.815098 -5.978869
H40 -1.784388 -3.049181 -4.171138
H41 -4.741703 -3.817796 -4.288042
H42 -3.419959 -4.878108 -3.810661
H43 -3.525419 -4.300700 -5.482130
H44 -3.961468 -2.287696 -2.551062
C23 4.231550 -1.160770 -5.773332
C24 4.376772 0.236365 -5.189101
C25 3.698101 0.345802 -3.832910
O12 3.841196 1.204202 -6.093580
H45 3.175607 -1.402263 -5.925015
H46 4.723865 -1.222943 -6.744554
H47 4.665141 -1.913347 -5.113169
H48 5.435340 0.478560 -5.086712
H49 2.625309 0.149972 -3.925595
H50 3.809149 1.351491 -3.427334
H51 4.115617 -0.365875 -3.122899
H52 2.903771 1.014174 -6.201443

Cartesian forces (eV/Å) of the 2 atoms listed first:
-0.0983 0.1130 -0.3525
0.1310 -0.2995 -0.3324